Record 1
This record from OMol25 describes ClH2NS2 as an isolated structure in a non-equilibrium geometry. The level of theory is ωB97M-V/def2-TZVPD.

```
6
Properties=species:S:1:pos:R:3
N 0.4690 -0.0762 0.0884
S 0.6256 1.4678 -0.4648
S -0.9831 -0.6279 0.8716
Cl 0.7935 -1.4747 -1.6467
H -0.6342 2.1376 -0.4098
H -0.2706 -1.4265 1.5613
```

## Properties
Energy relative to the best compared isomer or geometry (same formula, charge and spin)   24.28 kcal/mol
Kohn-Sham gap (alpha / beta)   7.36 / 7.72 eV
Energy   -35712.208 eV
Total charge   0
E_HOMO (alpha / beta)   -9.2231 / -9.4944 eV
LUMO energy (alpha / beta)   -0.0685 / -0.0654 Eh
Max |F|   2.7 eV/Å

---

Record 2
This record from OMol25 describes a 7-piece molecular cluster, C70H150F3N6O2 overall in a non-equilibrium geometry. The level of theory is ωB97M-V/def2-TZVPD.

```
231
Properties=species:S:1:pos:R:3
C 7.1402 5.0219 -6.5972
C 5.6614 5.0744 -6.1911
C 5.4630 4.6768 -4.7197
C 4.0329 4.6126 -4.2285
N 3.9102 4.2097 -2.7857
C 4.4793 5.1946 -1.7853
C 3.6009 5.1559 -0.5247
C 2.3527 4.4009 -0.8901
C 2.4228 4.4395 -2.3903
C 4.3933 2.7990 -2.4843
C 3.9920 1.7847 -3.5190
C 4.1968 0.3652 -3.0087
H 7.2699 4.6091 -7.5983
H 7.8520 4.4786 -5.9773
H 7.4975 6.0480 -6.6947
H 5.0558 4.4303 -6.8355
H 5.2403 6.0637 -6.3802
H 6.0973 5.3327 -4.1195
H 5.8667 3.6674 -4.5941
H 3.3256 4.0408 -4.8281
H 3.5871 5.6134 -4.2371
H 5.5364 5.0911 -1.5392
H 4.4572 6.2084 -2.1896
H 4.1689 4.6708 0.2702
H 3.4788 6.1962 -0.2284
H 2.2518 3.4273 -0.4175
H 1.4922 4.9950 -0.5721
H 1.8701 3.7066 -2.9828
H 2.1542 5.4261 -2.7627
H 3.9648 2.5833 -1.5056
H 5.4718 2.9242 -2.3932
H 4.5873 1.8957 -4.4250
H 2.9264 1.9350 -3.7148
H 4.5684 -0.3549 -3.7298
H 3.2977 0.0666 -2.4643
H 4.9281 0.3329 -2.1922
C -6.2670 -4.0892 3.5696
C -6.2373 -3.8921 2.0614
C -5.0775 -3.0874 1.4697
C -3.7329 -3.6449 1.9125
N -2.4804 -2.9093 1.4229
C -2.4132 -3.0888 -0.1245
C -1.0333 -3.6644 -0.4063
C -0.7706 -4.5075 0.8273
C -1.2518 -3.6167 1.9412
C -2.5936 -1.3997 1.6632
C -2.5498 -0.9930 3.1057
C -2.1870 0.4927 3.2182
H -5.3642 -4.4854 4.0275
H -7.1623 -4.6057 3.9176
H -6.4833 -3.1408 4.0824
H -7.1957 -3.5494 1.6739
H -6.1432 -4.8730 1.5747
H -5.1713 -2.0801 1.8971
H -5.1140 -3.0143 0.3833
H -3.6972 -4.6407 1.4643
H -3.5348 -3.6828 2.9805
H -2.5010 -2.0921 -0.5533
H -3.1670 -3.7341 -0.5679
H -0.2327 -2.9319 -0.5179
H -0.9371 -4.3024 -1.2858
H 0.2595 -4.7965 1.0445
H -1.2455 -5.4928 0.8494
H -0.4497 -2.9140 2.2003
H -1.4974 -4.0859 2.8942
H -3.3328 -0.9991 0.9714
H -1.6798 -1.0847 1.1383
H -1.8033 -1.5785 3.6424
H -3.5498 -1.1607 3.5125
H -1.1723 0.6945 2.8508
H -2.1658 0.7318 4.2800
H -2.7453 1.1833 2.5863
C 4.2552 -0.0820 9.8634
C 3.3200 -1.2700 9.8821
C 2.0288 -1.1128 9.0433
C 2.3221 -0.9598 7.5609
N 1.0503 -0.6224 6.7222
C 0.7391 0.8635 6.9206
C 1.1544 1.6168 5.6952
C 2.0999 0.6683 4.8964
C 1.5416 -0.6921 5.2690
C -0.0355 -1.6534 6.9779
C 0.2990 -3.0389 6.4747
C -0.6543 -4.1480 6.9422
H 4.5997 0.2278 8.8740
H 5.1843 -0.4080 10.3368
H 3.8281 0.7435 10.4305
H 3.0209 -1.4624 10.9118
H 3.8407 -2.1593 9.5148
H 1.5024 -0.2084 9.3710
H 1.3955 -1.9300 9.3908
H 2.6843 -1.8962 7.1393
H 2.9948 -0.1722 7.2317
H -0.3126 0.9479 7.2009
H 1.2269 1.1897 7.8383
H 0.3284 2.0297 5.1211
H 1.8228 2.4545 5.8996
H 1.9509 0.7687 3.8230
H 3.1619 0.7913 5.0931
H 0.6348 -0.9396 4.7101
H 2.1441 -1.5861 5.1288
H -0.8577 -1.2449 6.3812
H -0.2585 -1.5229 8.0327
H 1.2533 -3.3526 6.9167
H 0.4295 -3.1430 5.3970
H -0.2339 -5.1367 6.7851
H -1.5704 -3.9883 6.3670
H -0.8963 -4.0641 8.0015
C -8.7027 -3.6298 -7.5963
C -7.2204 -3.8008 -7.2504
C -6.7251 -2.5326 -6.5304
C -5.1867 -2.6358 -6.4636
N -4.5156 -1.4314 -5.8470
C -3.1215 -1.7422 -5.3884
C -2.7871 -0.5796 -4.4319
C -4.1127 -0.0490 -3.8668
C -5.2329 -0.7691 -4.6779
C -4.4362 -0.3170 -6.9085
C -3.9948 -0.6167 -8.3290
C -3.7500 0.6852 -9.0930
H -8.9969 -2.6284 -7.9109
H -9.3323 -3.8867 -6.7433
H -9.0087 -4.2918 -8.4065
H -6.6028 -3.9837 -8.1317
H -7.0755 -4.6527 -6.5841
H -7.1378 -2.5495 -5.5231
H -6.9716 -1.6439 -7.1135
H -4.7595 -2.9223 -7.4205
H -5.0208 -3.4729 -5.7799
H -2.4317 -1.7249 -6.2256
H -3.0920 -2.6532 -4.7961
H -2.2933 0.1889 -5.0316
H -2.0499 -0.8067 -3.6672
H -4.1754 1.0283 -4.0086
H -4.1005 -0.2775 -2.8032
H -5.9995 -0.1213 -5.0827
H -5.6659 -1.5729 -4.0863
H -3.8089 0.4540 -6.4477
H -5.3482 0.2847 -6.9176
H -4.7668 -1.1309 -8.9047
H -3.1058 -1.2455 -8.3869
H -4.1849 0.6857 -10.0904
H -2.6823 0.8970 -9.0953
H -4.2633 1.5587 -8.6728
C -3.1950 2.5958 -0.1514
C -4.0008 3.1732 -1.3108
C -3.1909 4.0886 -2.1779
C -4.1398 4.9962 -3.0036
N -3.5020 6.0452 -3.8501
C -2.7005 5.4624 -5.0020
C -3.7529 5.1131 -6.0671
C -4.7999 6.2458 -5.8781
C -4.5878 6.9132 -4.5234
C -2.5209 6.9020 -3.0316
C -3.1339 7.5936 -1.8494
C -2.2866 8.7546 -1.3259
H -2.2731 2.0800 -0.4238
H -3.8086 1.9037 0.4263
H -2.9110 3.4413 0.4802
H -4.8669 3.6904 -0.8916
H -4.4326 2.3710 -1.9201
H -2.4095 3.6489 -2.8021
H -2.6383 4.7766 -1.5290
H -4.7605 5.5356 -2.2869
H -4.8441 4.4551 -3.6391
H -2.0820 6.2396 -5.4430
H -2.1351 4.6141 -4.6304
H -3.3118 5.3209 -7.0413
H -4.1479 4.1020 -6.0698
H -4.7100 7.0306 -6.6261
H -5.7728 5.7874 -6.0557
H -4.1762 7.8817 -4.7902
H -5.4762 6.9263 -3.9016
H -2.0402 7.5819 -3.7424
H -1.6537 6.2462 -2.9046
H -3.3247 6.9000 -1.0255
H -4.1216 7.9864 -2.1052
H -1.4352 8.3838 -0.7540
H -2.8483 9.3035 -0.5690
H -2.0674 9.4509 -2.1326
C 7.7019 -5.9958 6.5999
C 7.1433 -6.0249 5.1737
C 5.7103 -5.4619 4.9643
C 5.5573 -5.1350 3.4670
N 4.3524 -4.2175 3.2077
C 2.9912 -4.8879 3.3855
C 2.8068 -5.9293 2.2844
C 3.5667 -5.2506 1.1468
C 4.3853 -4.0657 1.6851
C 4.4815 -2.8880 3.8924
C 5.8740 -2.2960 3.9515
C 5.9779 -0.8208 4.2965
H 7.2985 -5.1485 7.1560
H 8.7868 -5.9153 6.5711
H 7.4885 -6.9143 7.1478
H 7.3714 -6.9787 4.6951
H 7.8431 -5.3572 4.6510
H 5.6345 -4.5556 5.5597
H 5.0812 -6.3111 5.2276
H 5.3839 -6.1063 3.0104
H 6.4155 -4.5884 3.0952
H 2.3136 -4.0345 3.4524
H 2.9615 -5.3322 4.3837
H 1.7742 -5.8608 1.9358
H 3.0224 -6.9335 2.6275
H 3.1049 -5.0018 0.1934
H 4.2354 -6.0483 0.7898
H 3.7799 -3.2093 1.3832
H 5.3825 -3.9564 1.2723
H 4.0927 -3.0052 4.9103
H 3.7046 -2.2681 3.4302
H 6.3281 -2.3997 2.9599
H 6.4738 -2.9000 4.6343
H 7.0091 -0.4873 4.4265
H 5.5526 -0.5744 5.2722
H 5.6126 -0.2574 3.4399
C 1.6909 -0.6574 1.2827
O 0.7314 -0.7556 0.1439
O 1.6512 -1.7633 2.0615
C 3.0751 -0.0253 1.0138
F 3.8225 -0.9810 0.4090
F 3.1601 1.0313 0.1859
F 3.7117 0.3221 2.1240
C 0.2305 0.4608 -0.3722
C -0.2905 0.1143 -1.7764
H 0.4746 -0.2622 -2.4612
H -1.0890 -0.6351 -1.7888
H -0.7715 0.9181 -2.3495
H 0.9063 1.2932 -0.5461
H -0.7142 0.8166 0.0548
H 1.0232 -0.0103 1.8851
```

## Properties
Energy relative to the best compared isomer or geometry (same formula, charge and spin)   0.00 kcal/mol
Kohn-Sham gap   7.60 eV
Energy   -96164.339 eV
Total charge   +5
E_HOMO   -16.4962 eV
LUMO energy   -0.3268 Eh
Max |F|   5.3 eV/Å